247
Properties=species:S:1:pos:R:3:forces:R:3:mulliken_charge:R:1 method="wB97M-V/def2-TZVPD" multiplicity=1 orbital_gap_ha=0.30330 homo_energy_ev=-8.696
H -1.430 4.580 -3.204 0.561 -0.107 0.304 0.00
H 5.935 -6.249 -1.733 0.792 0.270 -0.421 0.38
O 0.895 -5.173 -4.266 -1.542 -1.490 -1.370 -0.42
H 1.642 -3.083 2.668 0.025 0.467 -0.132 -0.37
S 0.189 -1.464 -0.228 3.376 -8.462 -5.901 0.15
C -3.296 2.400 3.050 -0.802 0.945 -0.638 -0.19
H 5.793 3.231 4.505 0.298 0.147 -0.626 0.10
H 7.457 -4.851 3.886 -0.375 -0.731 0.262 0.50
H -9.848 3.348 -5.745 0.392 -0.045 0.060 0.32
C 1.042 7.182 8.510 -0.978 2.697 2.292 -0.78
H -2.180 -4.315 5.861 0.152 -0.218 -0.595 0.36
C 3.358 2.982 -2.731 -0.096 0.501 -0.125 -1.10
H -3.855 5.338 -3.308 -0.213 0.025 -0.478 0.27
H -1.570 -6.084 -7.512 0.810 -0.109 0.150 0.26
H 6.924 1.940 -2.968 -0.909 -0.047 0.076 0.29
H 6.875 2.028 5.086 0.427 -0.214 0.233 0.25
H 1.724 -6.489 2.815 -0.007 0.224 -0.089 -0.03
H -2.297 -6.728 -3.919 -0.246 0.125 -0.116 0.27
O 7.037 0.445 -4.435 -0.519 -1.806 -0.525 -0.43
C -7.491 1.873 4.484 0.034 1.135 1.136 -0.82
C 1.326 6.069 -4.239 0.254 -0.634 -2.231 0.54
H 0.842 -11.967 -5.049 0.086 0.474 1.033 0.30
C -3.246 -4.272 0.196 -0.654 -1.110 1.674 0.62
C 7.535 -3.977 -1.478 -1.163 0.650 -0.557 -0.71
H -4.179 0.181 -1.075 0.307 0.218 0.026 0.37
O 3.548 1.706 -2.107 0.524 0.953 -0.990 0.06
H 1.263 8.366 5.439 0.113 -0.465 -0.151 0.27
C -6.748 3.169 2.654 0.521 0.830 1.028 0.70
H 0.896 -5.932 4.281 -0.275 -0.014 -0.202 -0.12
O -6.871 2.015 -2.688 -0.660 -1.275 1.365 -0.21
C -0.872 5.214 -3.894 -1.449 -0.110 -0.756 -0.57
H -1.467 6.123 -3.975 0.231 0.278 -0.080 0.44
C 4.665 2.261 1.683 1.438 3.446 0.567 0.09
C 2.544 -3.390 2.140 -0.175 -1.056 0.339 -0.18
O -1.840 1.574 -5.618 -0.904 0.387 -3.059 -0.35
H -0.177 -0.614 5.838 -0.282 -0.393 -0.717 0.29
C -6.453 2.950 -3.680 -0.948 -0.762 -0.155 -0.50
H 0.867 7.262 9.582 -0.709 0.033 0.389 0.33
O 0.610 1.428 1.035 -0.082 -1.988 -0.631 -0.09
C -1.470 -3.587 5.470 0.049 1.500 -0.067 -1.63
H -3.845 1.255 0.324 0.130 -0.776 0.288 -0.46
H -2.825 0.201 -4.469 -0.017 0.380 -0.170 0.23
H -2.506 -6.727 2.261 -0.735 0.417 -0.073 0.35
H 7.513 -3.579 -0.463 0.505 0.265 -0.150 0.23
N -0.898 -0.815 0.620 0.675 5.487 -0.499 1.30
H 3.220 -2.599 1.813 -0.221 -0.038 0.174 0.33
O -6.006 -1.126 2.340 0.931 -1.112 -0.061 -0.35
F -1.646 1.562 0.719 0.542 -1.255 -1.182 -0.54
H -4.102 1.675 3.160 0.306 -0.283 0.001 -0.02
C 0.985 3.976 2.661 -0.725 -1.984 0.484 -0.78
C -3.045 -6.332 -3.232 -0.729 0.538 0.486 0.10
H 6.916 3.737 5.650 -0.117 -0.275 1.074 0.30
H 1.104 -8.417 -1.115 -0.622 -0.850 -0.148 0.48
H 8.168 -4.864 -1.487 -0.694 -0.587 -0.043 0.36
H -4.517 3.353 -4.806 -0.659 0.439 -0.218 0.44
H -6.468 5.032 1.015 0.395 0.203 0.427 0.53
H 6.336 2.262 -4.703 0.129 0.652 0.477 0.23
H 1.068 4.288 8.154 -0.261 0.041 0.254 0.25
C -1.532 1.058 3.960 -0.206 -0.243 0.233 0.48
H -0.067 -11.402 -6.308 -0.940 1.189 0.235 0.28
C -8.210 2.148 -2.127 -0.225 1.180 -0.400 -0.11
H 1.463 -10.628 -5.990 0.069 -0.105 -0.008 0.31
C 2.170 -4.244 1.034 -0.469 -1.601 -3.398 0.33
N 5.189 3.231 2.034 -0.448 -0.856 -0.288 -0.65
O -6.502 4.174 3.295 -0.550 -1.339 -0.316 -0.62
H 2.049 3.801 2.504 0.182 1.227 0.094 0.35
H 5.611 -1.235 -1.858 0.616 -0.514 -0.146 0.25
C -0.282 -4.690 -4.732 0.942 0.995 -0.574 0.74
H -4.238 -2.189 -1.065 0.825 -0.274 -0.047 -0.03
H 0.695 3.188 3.356 0.024 -0.670 -0.523 -0.13
H 7.955 -3.335 -2.251 0.140 0.464 0.491 0.23
C 2.817 -6.505 4.569 5.900 0.414 3.156 0.27
H -10.096 4.983 -5.018 0.385 -0.154 0.015 0.25
H 0.878 -0.095 4.385 -0.589 -0.315 -0.235 0.26
C 5.669 -0.567 -2.718 -1.324 0.324 0.988 0.20
H -3.667 3.368 3.388 -0.151 -0.072 -0.010 0.40
H 3.600 2.984 -3.793 0.280 -0.412 -0.211 0.34
O -4.177 3.351 -2.764 0.254 -1.053 -0.435 0.40
H -6.776 -2.177 3.842 -0.009 -0.155 -0.205 0.41
N -5.103 -5.107 -4.315 0.972 -0.558 0.623 -0.57
H 6.712 -2.960 5.039 -0.339 -0.725 0.112 0.35
H 1.958 1.183 -3.265 0.104 0.424 -0.827 0.25
H 0.433 3.821 1.734 0.099 0.324 -0.018 0.55
H -6.545 1.904 5.025 -0.317 -0.028 0.520 0.30
H -1.545 -2.769 6.187 -0.029 0.229 0.138 0.38
H -10.363 2.087 -2.476 -0.263 0.875 0.498 0.50
H -0.538 6.237 1.029 -0.495 -0.078 -0.102 -0.34
N 1.963 -4.926 0.099 0.423 1.469 2.676 -0.35
H 3.533 4.086 7.492 0.121 0.424 -0.135 0.38
H 4.130 7.377 -3.192 0.292 -0.617 0.022 0.24
C -0.726 2.060 -6.132 2.697 -0.078 1.239 0.79
H -0.520 8.349 5.323 0.147 -0.418 0.381 0.29
O 5.870 -3.721 3.196 0.101 0.134 1.163 -0.10
H -5.091 1.624 -0.719 -1.475 -0.664 0.230 -0.58
H 0.056 7.198 8.046 0.191 -0.625 -0.598 0.34
C 6.377 -5.831 2.130 1.898 -0.466 -0.530 -0.75
H -1.075 0.050 -4.337 0.224 0.134 -0.521 0.47
H 4.424 0.802 -4.646 0.085 0.039 -0.088 0.14
H 4.698 0.508 0.677 -0.261 -0.298 0.057 0.33
C 0.744 -9.586 -3.622 2.331 -4.259 1.980 0.64
C 0.073 3.329 -8.055 1.651 -1.462 1.096 -0.66
O 6.450 -5.722 0.689 -0.616 0.176 0.814 -0.43
H 4.984 -4.374 0.366 -0.475 0.304 -0.016 0.03
H 0.476 2.464 -8.582 -0.263 -0.017 -0.356 0.32
C 0.566 -11.018 -5.509 1.505 -0.575 -0.420 -0.71
H 7.064 -6.670 2.245 0.225 0.024 0.670 0.37
O 0.057 -9.969 -4.678 -1.618 0.495 -1.302 -0.30
O -0.196 -1.765 -1.621 0.897 1.421 2.817 -0.35
H -2.628 -5.560 -2.586 0.438 -0.251 0.078 -0.27
H 3.404 7.596 -4.743 -0.145 -0.069 -0.216 0.35
C 6.283 2.882 5.414 0.056 0.509 -3.106 -0.49
O -0.759 -3.587 -4.443 0.396 -3.330 -1.077 -0.49
H -1.706 -5.113 2.114 -0.300 0.127 -0.038 -0.16
H -6.876 3.905 -3.366 0.460 0.437 -0.461 0.49
H -0.273 7.934 0.704 -0.097 0.066 -0.006 0.35
C 1.012 6.217 3.493 3.805 0.483 -0.262 0.73
O 0.417 5.467 -3.407 1.792 1.012 -0.346 0.02
C -1.889 0.758 -4.493 0.819 0.433 1.822 -0.62
O -2.825 -3.299 0.787 0.105 -0.357 -0.689 -0.07
N 3.868 -6.307 5.129 -5.479 -0.984 -2.922 -0.49
H 3.041 -4.118 2.781 0.555 0.454 0.480 0.28
H -4.576 1.852 -3.974 -0.523 -0.197 -0.089 -0.02
N -3.102 7.375 -0.666 2.089 -0.246 1.013 -0.52
H 1.913 -7.607 -2.318 0.053 0.414 -0.180 0.31
H -11.194 3.682 -4.672 -0.190 -0.110 0.015 0.33
O -2.856 -2.789 3.597 -6.079 1.023 1.199 -0.97
C -1.771 -2.969 4.097 0.159 -2.754 0.906 0.47
C -5.780 -2.084 3.410 -0.740 0.331 1.784 -0.76
O -6.605 3.043 1.352 0.157 -1.519 -1.167 -0.12
H 7.066 -1.536 -3.868 0.531 0.176 -0.418 0.21
O -3.126 -5.571 0.603 -0.338 1.284 -0.489 -0.42
O 0.394 1.897 -5.669 -0.841 -0.277 -0.227 -0.51
H -4.972 -3.271 -2.248 -0.377 0.126 0.205 0.31
C 7.047 1.772 -4.038 1.091 0.047 0.142 -0.69
O -0.891 -2.833 3.263 6.256 0.975 -1.523 -0.66
H 2.598 2.174 4.449 -0.709 0.481 -0.433 -0.49
H -2.666 -5.822 -6.253 -0.052 0.212 0.569 0.26
C -4.930 2.881 -3.915 0.395 -0.054 1.709 -0.68
H 4.633 1.115 5.043 -0.649 0.055 -1.149 0.43
H -6.902 4.216 -0.327 0.401 -0.996 -0.354 0.05
H -3.607 4.984 -1.658 -0.198 -0.384 0.228 -0.09
H 3.025 -0.230 -4.888 0.153 -0.556 0.311 0.32
O -4.072 -4.274 -0.832 1.704 -1.997 0.748 -0.33
H -1.805 1.536 -3.735 -0.386 -0.793 1.078 0.19
C -4.744 -3.146 -1.190 -1.313 2.593 -0.860 -0.54
O 1.920 6.180 8.382 1.705 -2.949 -1.661 -0.37
C -9.460 2.338 -3.032 1.612 -0.718 -1.126 -0.87
S -0.326 0.725 0.188 -2.073 6.222 -1.013 -0.69
O 2.059 6.692 3.074 -1.167 -1.071 -0.813 -0.66
H -8.140 2.702 4.766 0.430 0.458 0.044 0.36
C 1.622 -4.580 -3.197 -1.090 0.830 -0.462 0.03
H -5.375 -3.084 3.252 0.033 0.314 -1.291 0.22
C 2.746 4.474 6.845 -1.422 -0.073 -0.665 -0.59
C -4.242 4.714 -2.502 -0.364 0.447 0.010 -0.68
C 1.566 -6.690 3.875 -0.639 0.526 -0.594 0.00
O -2.191 2.181 3.881 0.590 0.314 0.778 -0.51
H 7.837 -0.343 -2.763 -0.039 -0.369 0.561 0.39
H 3.835 0.617 2.275 -0.165 -0.764 -0.201 0.14
O -5.382 -0.204 0.491 -2.111 0.987 -0.221 -0.38
H -0.900 4.718 -4.864 0.402 0.050 -0.064 0.27
H 3.540 3.691 4.473 0.310 -0.080 0.005 0.59
O 2.451 6.319 -3.440 -3.771 -0.732 -0.467 -0.19
H 4.480 -5.338 -1.785 0.005 0.494 -0.964 -0.15
C 5.217 -5.381 0.020 1.890 1.394 2.012 0.01
H 1.731 -3.553 -3.548 0.470 0.251 0.963 0.60
O 1.586 -1.269 0.104 -1.363 1.539 -0.322 -0.23
H -8.494 1.299 -1.506 0.870 -0.328 -0.060 0.34
C 0.238 0.185 5.222 1.762 0.169 1.747 -0.59
C 2.949 0.811 -3.007 -1.464 -2.411 0.060 0.06
H 0.936 3.649 -7.471 -0.239 0.365 0.255 0.26
C 3.616 6.839 -3.988 0.274 0.679 -1.283 -0.76
C 0.893 -7.847 -2.020 2.878 0.260 1.511 -0.62
H -8.116 1.036 4.797 0.526 -0.646 -0.961 0.25
H -0.415 -3.861 5.497 -0.251 -0.461 -0.032 0.33
C -2.156 -5.950 1.581 1.234 -0.170 -0.549 -0.12
H 0.884 0.705 5.930 0.503 -0.237 0.039 0.19
H 3.946 3.803 -2.321 0.055 -0.393 0.643 0.30
Zn -1.997 -1.616 1.986 -0.837 -1.229 1.472 1.64
C 4.170 1.885 5.662 0.828 0.994 0.850 -0.70
C 1.546 5.070 7.564 -0.205 -0.292 0.485 -0.24
H 5.567 -1.942 4.133 -0.143 -0.144 0.174 0.05
H 7.682 -4.050 2.402 0.267 -0.278 -0.622 0.39
O -0.965 2.828 -7.170 -1.689 1.143 -1.547 -0.38
O 0.286 -8.499 -3.078 -2.285 1.005 -1.071 -0.10
O -0.655 -5.672 -5.707 1.374 1.130 2.518 -0.29
C 6.935 -4.615 2.959 -1.045 -0.467 -1.468 -0.68
C -1.690 -5.488 -6.607 -1.481 0.927 -0.921 -0.69
C 3.130 2.885 5.082 0.141 -1.742 0.065 0.18
H -1.765 -4.447 -6.922 -0.115 0.086 0.089 0.28
O 1.589 -10.352 -3.129 -0.754 2.178 -0.635 -0.62
C -4.197 -5.652 -3.841 -0.619 0.269 -1.049 0.12
C 4.020 1.084 1.307 -0.815 -1.646 -0.168 0.41
H 1.062 -7.656 3.901 0.485 -0.127 0.557 0.44
H -9.453 1.513 -3.745 0.225 -0.057 -0.662 0.39
C -4.991 -0.695 1.635 2.556 0.876 -0.845 0.74
H -5.623 -2.998 -0.563 -0.409 -0.440 -0.198 0.32
O 6.127 -4.075 -1.893 0.919 -2.239 0.720 -0.21
H 1.005 -4.696 -2.307 0.432 0.469 0.204 -0.04
O 4.550 -0.989 -3.530 -0.574 1.658 -1.026 -0.32
C 5.510 -5.293 -1.430 -1.598 -0.024 -0.334 -0.32
O -7.152 1.956 3.121 -0.318 0.239 -1.167 -0.16
H -1.384 -6.449 0.995 0.356 0.120 0.128 0.17
O -9.372 3.599 -3.669 -0.345 0.492 -0.331 -0.29
F -0.015 -2.861 0.423 -0.608 -1.364 0.748 -0.28
C -0.670 7.013 0.275 0.353 0.400 -0.103 0.02
H -5.162 -1.713 4.227 0.242 0.585 -0.444 0.26
O 5.275 2.531 6.249 -0.592 0.213 3.217 -0.46
H 3.714 1.309 6.467 -0.372 0.205 0.130 0.32
H 5.422 -6.242 2.457 -0.313 0.641 0.173 0.33
O 0.453 5.043 3.420 0.477 -1.014 -1.820 -0.09
O -0.666 1.212 4.983 -1.715 0.106 -1.959 -0.44
H 5.538 0.393 -2.220 -0.574 0.396 -0.406 -0.06
O 2.200 3.387 6.030 0.833 0.505 0.439 0.00
H -7.031 2.557 -4.516 0.483 0.869 -0.970 0.32
H 0.447 -6.928 -1.638 -0.739 -0.135 -0.960 0.04
H 0.859 5.399 6.785 -0.203 -0.025 -0.012 0.17
H -5.158 4.209 0.241 -0.058 -0.855 0.026 0.26
O -0.224 0.952 -1.294 -0.540 -1.122 4.646 -0.11
H -0.031 6.767 -0.573 -0.047 -0.081 -0.063 0.10
H 0.360 8.818 3.970 0.540 -0.230 -0.340 0.33
H 4.128 6.009 -4.474 0.657 0.287 0.232 0.29
O 1.176 6.225 -5.485 0.888 -0.146 4.905 -0.61
H 2.299 3.240 -2.715 -0.156 0.155 0.314 0.37
H 7.185 -2.191 3.571 0.278 0.125 -0.227 0.38
C -4.619 0.756 -0.260 1.706 0.019 -0.396 0.70
H -8.176 3.017 -1.469 -0.114 0.164 0.164 0.03
C 6.346 -2.699 4.046 -0.257 1.176 -0.687 -0.78
H -3.467 -7.114 -2.600 0.297 -0.133 0.013 0.39
H 3.065 1.244 0.808 0.141 0.049 -0.091 -0.26
H 2.567 -5.116 -3.105 -0.203 0.126 -0.132 -0.24
C -6.210 4.103 0.507 -1.034 2.506 0.774 -0.73
O -1.728 0.073 3.263 0.926 0.808 1.065 0.49
C 3.729 0.133 -4.139 1.862 0.417 1.322 -0.51
H 2.962 5.329 6.204 1.327 -0.325 -0.323 0.24
H -0.184 4.112 -8.769 -0.980 -0.210 0.572 0.26
O 0.306 6.762 4.386 -3.014 3.121 3.445 -0.26
H 8.080 2.096 -4.164 0.057 0.722 -0.545 0.33
H 1.540 8.141 8.360 0.029 0.228 -0.792 0.27
H -2.991 2.534 2.013 -0.088 -0.338 0.145 0.12
H -5.286 4.947 -2.295 0.037 0.698 0.139 0.27
C 0.412 8.119 4.805 -0.568 0.767 -0.462 -0.75
H 2.636 -0.114 -2.523 0.157 0.061 1.124 -0.10
H 4.403 -6.019 0.363 -0.003 -0.413 -0.546 0.55
C -2.038 7.231 -0.206 -1.731 -0.136 -0.748 0.42
C 6.989 -0.547 -3.416 -0.169 -0.063 -0.596 -0.58
O -3.773 -0.661 1.909 -2.301 -0.515 0.423 -0.01
C -10.143 3.906 -4.856 -0.401 -0.568 1.255 -0.82